Record 1
A 10-piece molecular cluster, C4H27N2O11 overall, computed with ωB97M-V with the def2-TZVPD basis set.

Geometry as XYZ:
```
44
Properties=species:S:1:pos:R:3
N 2.3652 2.5353 -0.2347
C 1.8170 1.2062 -0.1514
C 2.7514 0.0585 -0.6183
N 2.8824 -1.0948 0.1122
C 1.8289 -1.6826 0.9742
C 0.7643 -2.3492 0.1117
O -0.0213 -1.3696 -0.5618
O 3.5874 0.2432 -1.5028
H 2.4507 2.7402 -1.2177
H 3.1493 2.6384 0.3869
H 1.6391 0.8612 0.8666
H 0.8187 1.0655 -0.5773
H 3.7341 -1.6048 -0.0436
H 1.3888 -0.8144 1.4442
H 2.2786 -2.3962 1.6595
H 1.2264 -2.8359 -0.7487
H 0.0840 -2.9838 0.6889
H -2.2100 0.9028 -3.1949
H -1.5964 -0.4287 -3.5107
O -1.7132 0.4516 -3.8948
H -0.4327 2.9700 1.6280
H 1.0530 3.0051 1.4296
O 0.4033 2.9348 2.1484
H -0.4931 -1.2162 -2.4102
H 0.6859 -1.6516 -3.4591
O -0.2006 -1.7910 -3.1317
H -3.1011 -0.1405 0.8886
H -0.8153 -1.0141 -0.0885
O -2.2953 -0.1087 0.3641
H -1.8533 -3.6183 -0.6573
H -2.4006 -2.2661 -0.2110
O -2.5627 -3.2188 -0.1453
H -2.7264 0.6815 -0.8065
H -3.8204 1.8137 -1.3132
O -2.9363 1.4787 -1.4724
H -1.4332 -1.3736 2.0413
H -0.8467 0.0304 1.9725
O -0.7072 -0.8355 2.3641
H -1.6195 1.6285 0.6972
H -2.1638 2.5477 -0.3945
O -1.5690 2.5471 0.3972
H 0.6555 1.4554 3.0171
H 0.6835 0.1125 3.5928
O 1.2704 0.8859 3.5616
```

Output
- Kohn-Sham gap: 9.47 eV
- Charge: -1
- LUMO: 2.92 eV
- Highest occupied orbital energy: -6.54 eV
- Energy relative to the best compared isomer or geometry (same formula, charge and spin): 25.5 kcal per mole



Record 2
A 2-piece molecular cluster, C2H5NOS overall, computed with ωB97M-V with the def2-TZVPD basis set.

Geometry as XYZ:
```
10
Properties=species:S:1:pos:R:3
C -0.5034 -1.3644 -0.5690
C 0.4905 1.3885 0.2885
N 0.5857 -1.8680 -0.9158
O -0.3351 1.8398 2.6599
S -0.5555 2.1802 1.2564
H -0.5882 -0.9875 0.4425
H -1.4052 -1.2797 -1.1858
H 1.2687 0.7475 0.6560
H 0.4141 1.5741 -0.7639
H 0.6283 -2.2306 -1.8687
```

Output
- Kohn-Sham gap: 9.53 eV
- LUMO: -0.25 eV
- Highest occupied orbital energy: -9.77 eV
- Energy relative to the best compared isomer or geometry (same formula, charge and spin): 68.3 kcal per mole



Record 3
A 11-piece molecular cluster, C54H110N2O20S9 overall, computed with ωB97M-V with the def2-TZVPD basis set.

Geometry as XYZ:
```
195
Properties=species:S:1:pos:R:3
C -1.5064 -5.3371 -5.3786
C -2.8450 -5.4433 -6.0846
C -3.8907 -5.3582 -4.9979
C -2.9818 -4.1601 -6.9891
C -4.1862 -4.2138 -7.9937
C -4.1357 -5.5790 -8.7169
C -4.1405 -6.8317 -7.7547
C -5.5428 -7.1394 -7.1970
C -3.8895 -8.0082 -8.7156
N -2.9570 -6.6971 -6.8947
O -2.7529 -7.8719 -6.0842
H -1.3265 -6.1220 -4.6440
H -0.7784 -5.4562 -6.1810
H -1.2995 -4.4376 -4.7987
H -3.5240 -4.7453 -4.1745
H -4.7897 -4.8523 -5.3500
H -4.2899 -6.2561 -4.5261
H -3.0520 -3.2966 -6.3276
H -2.0560 -4.0630 -7.5562
H -5.1277 -4.0689 -7.4638
H -4.0676 -3.3086 -8.5892
H -3.2135 -5.6209 -9.2964
H -4.9454 -5.5425 -9.4457
H -5.7075 -6.3302 -6.4856
H -5.4383 -8.0332 -6.5820
H -6.3668 -7.2250 -7.9055
H -2.8381 -8.2398 -8.8862
H -4.2289 -7.7442 -9.7172
H -4.3308 -8.9664 -8.4413
H -2.4362 -8.4494 -6.7827
C -22.0621 -4.1899 0.6660
C -20.7127 -4.5157 -0.0224
C -19.9307 -5.6884 0.7202
C -20.9402 -4.9806 -1.4863
C -21.3081 -3.9441 -2.5088
C -20.0747 -3.0434 -2.4490
C -19.7991 -2.3288 -1.1286
C -18.2840 -1.8564 -1.3594
C -20.6874 -1.0032 -0.7569
N -19.8719 -3.3080 -0.0815
O -19.4829 -2.9327 1.2066
H -22.5334 -3.3804 0.1085
H -22.5981 -5.1355 0.5849
H -22.0086 -3.8296 1.6934
H -20.3719 -6.6675 0.5337
H -18.9379 -5.5556 0.2901
H -19.7310 -5.4984 1.7747
H -20.1505 -5.5312 -1.9975
H -21.6573 -5.8011 -1.5146
H -21.4017 -4.4521 -3.4686
H -22.2553 -3.4843 -2.2269
H -20.4305 -2.2941 -3.1562
H -19.2019 -3.4898 -2.9255
H -17.9719 -1.5155 -0.3722
H -18.1786 -1.0189 -2.0490
H -17.6704 -2.7037 -1.6654
H -20.0240 -0.1714 -0.9938
H -20.9306 -1.0580 0.3042
H -21.5090 -1.0658 -1.4703
H -18.6728 -3.4380 1.3071
O -9.6408 -3.6581 0.6192
S -9.0210 -2.9646 -0.5282
O -7.6090 -2.5579 -0.5578
C -9.4140 -3.9849 -2.0327
C -9.8388 -2.8926 -3.0486
C -9.6535 -1.4520 -2.4638
C -9.9302 -1.4871 -1.0296
H -10.3046 -4.5218 -1.7063
H -8.6754 -4.7121 -2.3702
H -9.4391 -3.0472 -4.0508
H -10.8954 -3.0880 -3.2319
H -10.3601 -0.6929 -2.7994
H -8.6152 -1.2296 -2.7097
H -10.9534 -1.8518 -0.9399
H -9.7695 -0.6419 -0.3604
O -10.0608 -11.5302 -3.2462
S -10.7736 -12.4914 -2.3961
O -10.4265 -13.8885 -2.5861
C -10.7423 -11.9563 -0.5789
C -12.0780 -11.7591 -0.1887
C -12.9719 -11.3976 -1.3482
C -12.6538 -12.3222 -2.4874
H -10.2492 -10.9958 -0.7284
H -9.9368 -12.5542 -0.1525
H -12.4210 -12.6048 0.4073
H -12.2474 -10.9689 0.5427
H -12.6039 -10.3818 -1.4926
H -14.0273 -11.3173 -1.0881
H -13.0431 -12.3029 -3.5054
H -13.0083 -13.3500 -2.4100
O -14.5948 -1.4662 -10.1724
S -13.8396 -0.7958 -9.0524
O -12.8314 -1.4772 -8.2469
C -13.2004 0.7906 -9.6205
C -14.0777 1.9323 -9.1708
C -14.6200 1.6101 -7.7466
C -15.0068 0.0237 -7.8588
H -13.3080 0.6391 -10.6946
H -12.1780 0.7392 -9.2463
H -13.5849 2.9034 -9.2189
H -14.9376 2.0505 -9.8300
H -15.3684 2.3713 -7.5259
H -13.8932 1.5999 -6.9343
H -15.9436 0.0069 -8.4158
H -14.9988 -0.5067 -6.9066
O -22.5379 -10.7181 -8.0583
S -23.5204 -10.9360 -9.1002
O -23.6153 -12.1322 -9.9094
C -25.1790 -10.8784 -8.3273
C -25.5730 -9.4313 -8.2201
C -25.1110 -8.8253 -9.5398
C -23.7779 -9.4117 -9.9958
H -25.3266 -11.4396 -7.4046
H -25.7217 -11.5331 -9.0091
H -26.5990 -9.2789 -7.8851
H -24.8317 -8.8852 -7.6367
H -25.2312 -7.7420 -9.5444
H -25.7715 -9.3026 -10.2637
H -22.8530 -8.9137 -9.7048
H -23.6768 -9.7669 -11.0214
O -11.1054 -4.9758 -17.6413
S -11.6687 -4.5000 -16.3743
O -11.6616 -3.0731 -16.0394
C -13.2364 -5.3877 -16.1070
C -13.0676 -6.4918 -14.9684
C -11.5444 -6.9329 -15.1382
C -10.7717 -5.5468 -15.0745
H -13.8052 -5.5453 -17.0234
H -13.8853 -4.6419 -15.6477
H -13.2685 -6.1665 -13.9476
H -13.7823 -7.3113 -15.0438
H -11.4508 -7.5321 -16.0438
H -11.4364 -7.5818 -14.2690
H -9.7004 -5.5965 -15.2694
H -10.9119 -5.1176 -14.0824
O -11.8056 -17.2362 -9.6575
S -10.9812 -16.6695 -8.6251
O -11.0147 -15.3059 -8.1447
C -11.2725 -17.9391 -7.2702
C -9.9635 -18.9252 -7.1494
C -9.0524 -18.7795 -8.4155
C -9.2314 -17.3172 -8.9512
H -12.2832 -18.3471 -7.2849
H -11.1482 -17.2614 -6.4256
H -9.3874 -18.7298 -6.2449
H -10.3754 -19.9332 -7.1976
H -9.2748 -19.4321 -9.2597
H -7.9886 -18.9969 -8.3199
H -8.9950 -17.2130 -10.0101
H -8.7539 -16.5818 -8.3036
O -19.8358 -12.2798 -15.1946
S -18.3876 -12.2102 -14.9855
O -17.6898 -11.5025 -13.8865
C -17.8289 -13.9376 -14.6873
C -16.6369 -14.1970 -15.5990
C -16.2454 -12.8667 -16.2783
C -17.4415 -12.0264 -16.6082
H -18.4835 -14.6202 -15.2293
H -17.7466 -14.2277 -13.6398
H -15.7888 -14.5987 -15.0446
H -16.7387 -15.0136 -16.3138
H -15.6438 -13.0566 -17.1672
H -15.6474 -12.3357 -15.5376
H -18.0441 -12.5564 -17.3458
H -17.2660 -10.9836 -16.8724
O -14.6532 -6.8230 -5.4810
S -15.0087 -7.1813 -6.8582
O -15.8791 -6.3237 -7.7089
C -13.4164 -7.5750 -7.8433
C -13.2097 -9.0360 -7.7225
C -14.7253 -9.6008 -7.9116
C -15.5707 -8.9711 -6.8724
H -12.6486 -6.9994 -7.3263
H -13.5654 -7.0934 -8.8098
H -12.5152 -9.2845 -8.5251
H -12.9147 -9.2509 -6.6954
H -14.7303 -10.6615 -7.6609
H -15.0884 -9.5300 -8.9369
H -15.5689 -9.3844 -5.8638
H -16.5870 -8.9161 -7.2624
O -18.4394 -14.5812 -4.6958
S -18.7080 -16.0492 -4.7062
O -17.6363 -17.0351 -4.6036
C -19.9150 -16.4874 -3.3382
C -21.2875 -16.2215 -4.0940
C -21.2590 -16.9139 -5.4977
C -19.8769 -16.4484 -6.0761
H -19.7253 -16.0970 -2.3384
H -19.9902 -17.5742 -3.3003
H -22.1629 -16.3644 -3.4605
H -21.2198 -15.1416 -4.2254
H -21.9852 -16.4538 -6.1678
H -21.3805 -17.9969 -5.4777
H -20.0008 -15.3890 -6.3006
H -19.3185 -16.7231 -6.9709
```

Output
- Kohn-Sham gap: 7.97 eV
- LUMO: 0.22 eV
- Highest occupied orbital energy: -7.75 eV
- Structure (SMILES): CC1(C)CCCC(C)(C)N1O.CC1(C)CCCC(C)(C)N1O.O=S1(=O)CCCC1.O=S1(=O)CCCC1.O=S1(=O)CCCC1.O=S1(=O)CCCC1.O=S1(=O)CCCC1.O=S1(=O)CCCC1.O=S1(=O)CCCC1.O=S1(=O)CCCC1.O=S1(=O)CCCC1



Record 4
C20H27BaBrNO2P as an isolated structure, computed with ωB97M-V with the def2-TZVPD basis set.

Geometry as XYZ:
```
53
Properties=species:S:1:pos:R:3
C 3.3763 -1.5038 -2.3516
C 3.2101 -0.4379 -1.4581
C 1.9258 -0.0170 -1.0548
C 0.8880 -0.7908 -1.5513
C 0.9872 -1.8299 -2.4115
C 2.2583 -2.1959 -2.8596
C 1.9517 1.1760 -0.0684
C 0.8782 2.4585 -0.0271
N 0.2803 2.5660 -1.3347
Ba -0.4989 0.2244 0.3566
C -0.2481 -2.5365 -2.8099
P -1.5312 -1.4644 -2.0691
H 4.0818 0.1224 -1.0951
H 2.3375 -3.0503 -3.5268
H 4.3985 -1.8221 -2.6452
H -0.2929 -3.5322 -2.3844
H -0.3998 -2.6253 -3.8769
H 2.0854 0.8505 0.9918
H 2.8668 1.7228 -0.2990
H -0.0639 2.4521 0.6652
C -2.9226 -2.5733 -2.0229
C -1.9023 -0.4140 -3.5124
H 1.4563 3.3045 0.3446
C 1.0510 2.3096 -2.6023
C -0.5121 3.7862 -1.4092
H -2.9688 -0.1362 1.3286
H 0.8902 3.1480 -3.2724
H 2.1533 2.3232 -2.5844
H 0.7038 1.3948 -3.1200
H -0.3041 4.4775 -2.2356
H -1.5685 3.5001 -1.4471
H -0.3713 4.4620 -0.5752
H -2.1189 -1.0899 -4.3474
H -2.7816 0.2057 -3.2870
H -1.0706 0.2504 -3.7781
H -3.0108 -3.0491 -2.9974
H -2.7505 -3.3170 -1.2440
H -3.8147 -1.9933 -1.7822
H -2.9630 0.7465 1.1461
Br 1.3984 -1.7935 2.7340
C 0.1881 -1.1772 4.0937
C -0.4881 -2.1665 4.7934
C -1.3790 -1.8482 5.8372
C -1.5929 -0.4982 6.1674
C -0.8958 0.5284 5.5080
C -0.0066 0.1806 4.4479
C 0.7190 1.1843 3.5679
O 0.0041 1.5464 2.5510
O 1.8824 1.4836 3.8511
H -0.3068 -3.2057 4.4940
H -1.8783 -2.6621 6.3717
H -2.3031 -0.2416 6.9578
H -1.0272 1.5678 5.8332
```

Output
- Kohn-Sham gap (spin up / spin down): 6.48 / 6.59 eV
- LUMO (spin up / spin down): -0.13 / -0.03 eV
- Highest occupied orbital energy (spin up / spin down): -6.61 / -6.61 eV
- Energy relative to the best compared isomer or geometry (same formula, charge and spin): 49.2 kcal per mole



Record 5
C3H4NiO3 as an isolated structure, computed with ωB97M-V with the def2-TZVPD basis set.

Geometry as XYZ:
```
11
Properties=species:S:1:pos:R:3
C 1.1236 0.8676 0.6280
C 1.7689 -0.3003 0.8741
O 0.7897 1.2744 -0.6748
H 1.0466 1.6762 1.3559
H 1.7150 -1.3161 0.4845
H 2.8410 -0.2044 1.0556
H 0.9721 2.2161 -0.8017
O -0.8542 -1.6352 1.6661
C -1.2902 -1.0358 0.7610
O -1.4277 -0.7298 -0.3728
Ni -0.5523 0.3754 -1.6454
```

Output
- Kohn-Sham gap (spin up / spin down): 8.73 / 5.69 eV
- Charge: +2
- LUMO (spin up / spin down): -11.49 / -13.02 eV
- Highest occupied orbital energy (spin up / spin down): -20.22 / -18.71 eV
- Multiplicity: 3
- Energy relative to the best compared isomer or geometry (same formula, charge and spin): 28.7 kcal per mole



Record 6
A 12-piece molecular cluster, C6H37NO11S overall, computed with ωB97M-V with the def2-TZVPD basis set.

Geometry as XYZ:
```
56
Properties=species:S:1:pos:R:3
C -2.0105 -0.7665 -0.7485
C -1.7482 -2.3280 -0.6890
C -0.2918 -2.8146 -0.7807
S 0.4403 -3.5863 -2.2569
C -1.6997 -0.2519 0.6522
N -1.8146 1.2356 0.4650
C -3.1657 1.6282 0.8764
C -0.7746 1.8867 1.2193
H -1.2839 -0.2712 -1.4693
H -3.1342 -0.5720 -0.9634
H -2.2537 -2.8092 -1.5460
H -2.2621 -2.5350 0.2336
H 0.3027 -1.9313 -0.4738
H 0.1305 -3.5160 -0.0501
H -0.3618 -2.9667 -3.1929
H -2.5662 -0.5405 1.4468
H -0.6512 -0.5302 1.1066
H -3.8727 1.5444 0.1272
H -3.1851 2.7567 1.1063
H -3.6267 1.0156 1.7431
H -0.4422 1.3234 2.0770
H 0.1073 1.9097 0.5206
H -1.0175 2.8604 1.5747
H -0.0206 -2.6435 3.0347
H -0.7904 -1.9107 1.8770
O -0.8278 -2.6544 2.5262
H 0.7824 4.6673 -1.0461
H 1.4009 3.7490 -2.1154
O 1.5446 4.0829 -1.1469
H 2.1068 -1.2668 -3.8146
H 1.4820 0.2048 -4.0816
O 1.4292 -0.7648 -4.2498
H 3.6808 -1.3220 0.9509
H 3.5438 -0.2427 -0.0150
O 4.1259 -0.6814 0.5886
H 3.7189 1.2488 -1.4843
H 2.2151 1.3693 -0.9338
O 2.9088 0.7913 -1.1348
H 2.5393 2.9934 1.2305
H 3.4476 1.4371 1.2877
O 2.5312 1.9730 1.4592
H 1.4055 -0.6774 4.1908
H 0.1132 -0.0097 3.9195
O 0.6558 -0.8916 3.8126
H -1.7671 1.8632 -1.2098
H -2.2159 1.2646 -2.4314
O -2.0000 2.1959 -2.1638
H 1.9226 1.9530 3.3224
H 1.2054 3.1663 3.5153
O 1.1366 2.2829 3.8344
H -3.2905 -2.8510 2.1894
H -2.5339 -1.9455 3.1443
O -3.2295 -1.9741 2.5772
H 0.2264 1.4211 -3.4900
H -0.5329 2.5198 -2.8066
O 0.3849 2.3754 -3.3275
```

Output
- Kohn-Sham gap (spin up / spin down): 8.10 / 3.20 eV
- Charge: +1
- LUMO (spin up / spin down): -3.98 / -8.88 eV
- Highest occupied orbital energy (spin up / spin down): -12.08 / -12.08 eV
- Multiplicity: 2
- Energy relative to the best compared isomer or geometry (same formula, charge and spin): 91.7 kcal per mole



Short version: max |F| = 0.0492, 0.0373, 0.1130, 0.0718, 0.0854, 0.1531 Eh/bohr, in the order given.